No. 1
This record from the Open Molecules 2025 dataset describes C5H9NO3 as an isolated structure at a distorted geometry. The level of theory is wB97M-V/def2-TZVPD.

Computed properties:
E_LUMO (alpha / beta) = -0.95 / -0.96 eV
Gap between HOMO and LUMO (alpha / beta) = 0.2976 / 0.2973 hartree
HOMO (alpha / beta) = -9.05 / -9.05 eV
Energy above the lowest of the compared OMol25 structures with the same formula, charge and spin = 6.747 eV

XYZ file:
```
18
Properties=species:S:1:pos:R:3:lowdin_charge:R:1
C -0.283 1.109 -0.049 -0.265
C 1.573 -1.300 -1.168 -0.181
C 1.308 -1.188 0.311 -0.031
C -1.626 1.760 -0.221 -0.018
N 1.449 0.148 -1.071 0.093
C -0.277 -0.149 1.039 -0.557
O 0.152 0.490 -1.234 -0.098
O -1.345 -0.988 0.695 0.026
O -0.148 0.211 2.208 0.038
H -1.774 -1.237 1.527 0.118
H 0.502 1.761 0.340 0.152
H 0.781 -1.794 -1.738 0.129
H 2.576 -1.585 -1.471 0.109
H 0.806 -2.067 0.689 0.112
H 2.163 -0.937 0.926 0.100
H -1.996 2.067 0.758 0.097
H -2.325 1.060 -0.678 0.088
H -1.536 2.639 -0.863 0.088
```



No. 2
This record from the Open Molecules 2025 dataset describes a 2-piece molecular cluster, C5H9NO3S overall at a distorted geometry. The level of theory is wB97M-V/def2-TZVPD.

Computed properties:
E_LUMO (alpha / beta) = -0.71 / -2.08 eV
Gap between HOMO and LUMO (alpha / beta) = 0.3233 / 0.2852 hartree
HOMO (alpha / beta) = -9.51 / -9.84 eV
Energy above the lowest of the compared OMol25 structures with the same formula, charge and spin = 7.166 eV

XYZ file:
```
19
Properties=species:S:1:pos:R:3:lowdin_charge:R:1
C -1.662 -0.064 0.083 -0.172
C -0.806 -1.188 0.143 -0.623
C 2.009 -2.175 0.955 -0.026
C -0.339 2.938 -0.696 -0.202
C 1.389 -2.024 -0.505 -0.154
N -0.626 2.592 0.674 0.055
O -1.141 -2.152 0.796 0.122
O -3.515 1.834 -0.184 -0.563
O 0.352 -1.032 -0.468 -0.023
S -3.161 0.386 -0.325 0.949
H 1.329 -2.409 1.656 0.032
H 2.880 -2.761 0.810 0.065
H 2.519 -1.267 1.132 0.063
H -0.352 4.001 -0.793 0.069
H 0.592 2.596 -0.862 0.019
H -0.984 2.524 -1.480 0.080
H 0.903 -3.097 -0.748 0.159
H 2.001 -1.742 -1.372 0.119
H -1.389 3.041 1.184 0.032
```



> Which of these has the highest energy above the lowest of the compared OMol25 structures with the same formula, charge and spin?

C5H9NO3S



> Which value of energy above the lowest of the compared OMol25 structures with the same formula, charge and spin does entry 1 give?

6.747 eV



> Look up the energy above the lowest of the compared OMol25 structures with the same formula, charge and spin of the second one.

7.166 eV